No. 1
{"formula": "C36H26ClN5O5PdS3", "method": "ωB97M-V with the def2-TZVPD basis set", "homo_energy_ev": [-7.52, -7.54], "e_above_lowest_ev": 0.000, "orbital_gap_ev": [5.94, 5.96], "multiplicity": 3, "elements": ["Pd", "O", "N", "O", "C", "C", "C", "C", "C", "C", "N", "C", "C", "N", "C", "C", "C", "C", "H", "H", "H", "H", "H", "H", "H", "Cl", "C", "C", "C", "C", "C", "C", "C", "O", "O", "H", "H", "H", "H", "O", "C", "C", "C", "C", "C", "S", "C", "C", "C", "C", "S", "C", "C", "C", "C", "S", "H", "H", "H", "H", "H", "H", "H", "H", "H", "C", "N", "C", "C", "N", "C", "H", "H", "H", "H", "H", "H"], "coordinates": [[0.362, 0.062, -0.271], [7.517, -2.610, 0.075], [6.437, -2.811, 0.579], [6.233, -3.588, 1.485], [5.265, -2.024, 0.060], [5.572, -1.000, -0.733], [4.548, -0.150, -1.275], [4.828, 0.939, -2.115], [3.795, 1.689, -2.606], [2.481, 1.332, -2.266], [2.211, 0.336, -1.464], [3.226, -0.397, -0.943], [2.903, -1.477, -0.027], [1.598, -1.606, 0.319], [1.212, -2.657, 0.995], [2.130, -3.627, 1.432], [3.460, -3.466, 1.181], [3.898, -2.346, 0.432], [6.612, -0.818, -0.968], [5.858, 1.169, -2.363], [3.971, 2.539, -3.250], [1.621, 1.871, -2.650], [0.147, -2.732, 1.189], [1.771, -4.491, 1.977], [4.171, -4.194, 1.533], [-5.881, 5.970, -0.983], [-4.578, 4.834, -0.754], [-4.366, 4.293, 0.503], [-3.341, 3.373, 0.674], [-2.538, 3.008, -0.399], [-2.764, 3.567, -1.650], [-3.785, 4.488, -1.835], [-1.467, 1.980, -0.207], [-0.693, 1.721, -1.188], [-1.340, 1.414, 0.901], [-5.002, 4.581, 1.330], [-3.159, 2.916, 1.638], [-2.137, 3.263, -2.478], [-3.979, 4.922, -2.807], [-1.030, -1.440, -0.881], [-2.328, -1.728, -0.540], [-3.273, -0.596, -0.964], [-3.288, 0.021, -2.178], [-4.365, 0.945, -2.319], [-5.149, 1.005, -1.205], [-4.580, -0.055, 0.008], [-2.709, -2.998, -1.334], [-3.916, -3.566, -1.609], [-3.803, -4.763, -2.384], [-2.509, -5.061, -2.684], [-1.431, -3.891, -2.047], [-2.501, -2.017, 0.971], [-1.898, -1.382, 2.016], [-2.268, -1.898, 3.293], [-3.155, -2.926, 3.196], [-3.523, -3.275, 1.567], [-2.547, -0.193, -2.938], [-4.540, 1.542, -3.206], [-6.016, 1.625, -1.026], [-4.859, -3.142, -1.281], [-4.649, -5.359, -2.703], [-2.138, -5.891, -3.267], [-1.242, -0.536, 1.887], [-1.897, -1.509, 4.234], [-3.609, -3.501, 3.991], [4.458, 2.640, 3.258], [3.246, 2.468, 2.470], [2.309, 3.433, 2.173], [1.356, 2.815, 1.421], [1.694, 1.493, 1.245], [2.829, 1.325, 1.881], [4.584, 3.695, 3.478], [5.327, 2.294, 2.700], [4.394, 2.091, 4.195], [2.396, 4.446, 2.532], [0.451, 3.225, 1.008], [3.380, 0.397, 1.970]]}

---

No. 2
{"formula": "C4H12O3", "method": "ωB97M-V with the def2-TZVPD basis set", "homo_energy_ev": -8.37, "e_above_lowest_ev": 6.484, "orbital_gap_ev": 4.67, "elements": ["C", "C", "C", "C", "O", "H", "H", "H", "H", "H", "H", "H", "H", "H", "H", "O", "H", "H", "O"], "coordinates": [[-1.074, -0.597, -1.469], [-0.129, -1.209, -0.544], [-0.465, -1.287, 0.838], [1.245, -1.442, -0.978], [-2.178, -0.224, -1.193], [-0.781, -0.438, -2.508], [1.713, 1.796, 0.149], [0.266, -1.047, 1.632], [-1.218, -0.494, 0.990], [-0.886, -2.245, 1.165], [1.582, -2.484, -0.941], [1.443, -1.088, -1.987], [1.884, -0.926, -0.252], [-0.294, 1.540, 2.626], [1.950, 2.495, 0.264], [0.185, 1.159, 1.876], [-1.584, 1.675, -0.228], [-0.605, 2.347, 0.715], [-1.053, 2.471, -0.156]]}

---

No. 3
{"formula": "C3H8N", "method": "ωB97M-V with the def2-TZVPD basis set", "total_charge": 1, "smiles": "CCC=[NH2+]", "homo_energy_ev": -16.64, "e_above_lowest_ev": 0.473, "orbital_gap_ev": 11.68, "elements": ["C", "C", "C", "N", "H", "H", "H", "H", "H", "H", "H", "H"], "coordinates": [[1.518, -0.405, 0.028], [0.387, 0.643, -0.208], [-0.848, 0.107, 0.482], [-1.924, -0.109, -0.148], [1.688, -0.781, -1.067], [1.217, -1.162, 0.801], [2.516, -0.042, 0.396], [0.536, 1.588, 0.268], [0.238, 0.863, -1.231], [-0.871, -0.330, 1.440], [-2.591, -0.691, 0.316], [-1.865, 0.320, -1.076]]}

---

No. 4
{"formula": "C24H53IO6P2", "method": "ωB97M-V with the def2-TZVPD basis set", "smiles": "COCCCCC[C@](C)(CCCI)OC(=O)PP(=O)(O)O.CCCCCC.CCCCCC", "homo_energy_ev": -9.56, "orbital_gap_ev": 9.55, "elements": ["C", "O", "C", "C", "C", "C", "C", "C", "C", "C", "C", "C", "I", "O", "C", "O", "P", "P", "O", "O", "O", "H", "H", "H", "H", "H", "H", "H", "H", "H", "H", "H", "H", "H", "H", "H", "H", "H", "H", "H", "H", "H", "H", "H", "H", "H", "C", "C", "C", "C", "C", "C", "H", "H", "H", "H", "H", "H", "H", "H", "H", "H", "H", "H", "H", "H", "C", "C", "C", "C", "C", "C", "H", "H", "H", "H", "H", "H", "H", "H", "H", "H", "H", "H", "H", "H"], "coordinates": [[-7.665, 1.388, 2.474], [-8.265, 1.118, 1.223], [-7.285, 0.888, 0.220], [-7.930, 0.170, -0.964], [-6.915, -0.379, -1.994], [-6.544, 0.720, -3.043], [-5.156, 0.478, -3.691], [-3.947, 1.089, -2.949], [-4.096, 1.151, -1.429], [-3.762, 2.568, -3.418], [-3.473, 2.720, -4.923], [-2.919, 4.156, -5.157], [-4.495, 5.639, -5.104], [-2.763, 0.384, -3.433], [-1.821, 0.054, -2.491], [-0.930, 0.773, -2.294], [-1.804, -1.552, -1.543], [-1.822, -0.952, 0.567], [-0.968, -1.817, 1.368], [-1.360, 0.590, 0.744], [-3.324, -1.034, 1.199], [-6.882, 2.164, 2.418], [-7.233, 0.459, 2.877], [-8.458, 1.772, 3.125], [-6.432, 0.336, 0.657], [-6.888, 1.884, -0.065], [-8.580, 0.899, -1.464], [-8.504, -0.668, -0.550], [-6.030, -0.831, -1.532], [-7.429, -1.186, -2.535], [-7.319, 0.663, -3.815], [-6.590, 1.705, -2.560], [-4.994, -0.614, -3.697], [-5.218, 0.773, -4.743], [-3.315, 1.751, -0.948], [-4.141, 0.141, -1.005], [-5.038, 1.617, -1.128], [-4.571, 3.218, -3.063], [-2.850, 2.905, -2.892], [-4.444, 2.710, -5.438], [-2.811, 1.954, -5.333], [-2.226, 4.366, -4.336], [-2.345, 4.243, -6.081], [-3.048, -2.176, -1.811], [-2.041, 1.030, 1.281], [-3.238, -1.487, 2.055], [5.211, -2.837, 4.777], [3.873, -2.206, 5.147], [2.728, -2.627, 4.226], [2.893, -2.219, 2.761], [3.070, -0.721, 2.523], [1.867, 0.106, 2.962], [5.539, -2.532, 3.781], [5.985, -2.532, 5.484], [5.147, -3.927, 4.798], [3.972, -1.117, 5.161], [3.620, -2.502, 6.170], [1.792, -2.215, 4.615], [2.617, -3.715, 4.271], [2.017, -2.565, 2.204], [3.750, -2.748, 2.329], [3.232, -0.559, 1.453], [3.972, -0.358, 3.026], [0.963, -0.216, 2.440], [2.031, 1.162, 2.736], [1.690, 0.024, 4.036], [6.652, 0.723, 1.863], [6.461, -0.604, 1.136], [7.771, -1.349, 0.884], [8.772, -0.619, -0.014], [8.247, -0.252, -1.402], [7.869, -1.465, -2.246], [7.253, 1.422, 1.279], [5.686, 1.196, 2.049], [7.142, 0.571, 2.828], [5.931, -0.433, 0.195], [5.812, -1.242, 1.741], [7.542, -2.329, 0.453], [8.255, -1.552, 1.846], [9.660, -1.249, -0.126], [9.113, 0.292, 0.486], [9.027, 0.309, -1.927], [7.390, 0.422, -1.320], [8.724, -2.133, -2.374], [7.536, -1.149, -3.236], [7.055, -2.033, -1.793]]}

---

Energy for every record listed, in sequence, given in eV: -103947.1071, -10478.6552, -4722.9542, -64712.2749.